# 1
The following is a DFT calculation (ωB97M-V with the def2-TZVPD basis set) of one molecule with the formula C4H5NO in a non-equilibrium geometry.

Geometry as XYZ:
```
11
C4H5NO, DFT ωB97M-V with the def2-TZVPD basis set
C 0.338 -0.568 -0.574
C 0.684 0.787 -1.143
O 0.656 1.810 -0.504
C -1.783 0.172 1.027
N -0.821 -0.454 1.604
C 0.252 -0.667 0.922
H -0.635 -0.856 -1.019
H 1.090 -1.291 -0.919
H 0.963 0.782 -2.218
H -1.888 1.147 1.529
H 1.151 -0.887 1.472
```

Output
Total charge: 0
2S+1: 1
Calculated total energy in eV: -7762.3504
Relative energy (zero: lowest compared OMol25 entry of this formula, charge and spin) in kcal per mole: 96.3
HOMO-LUMO gap in eV: 8.323
E_LUMO in eV: -0.03

# 2
The following is a DFT calculation (ωB97M-V with the def2-TZVPD basis set) of a 2-piece molecular cluster, C3H15NSi3 overall in a non-equilibrium geometry.

Geometry as XYZ:
```
22
C3H15NSi3, DFT ωB97M-V with the def2-TZVPD basis set
C -2.694 -1.953 -0.064
C -1.783 -0.815 -0.519
C -0.577 -0.663 0.401
N 1.239 -0.141 -1.760
Si 3.017 0.000 2.003
Si 0.093 2.707 -0.773
Si 0.738 0.561 -0.252
H -2.154 -2.901 -0.100
H -3.025 -1.791 0.962
H -3.569 -2.037 -0.703
H -1.442 -1.015 -1.539
H -2.353 0.119 -0.536
H -0.111 -1.641 0.533
H -0.914 -0.349 1.390
H 1.407 -1.133 -1.825
H 1.884 0.358 -2.352
H 2.494 -0.959 2.973
H 4.195 -0.565 1.347
H 3.371 1.248 2.674
H -1.051 3.177 0.015
H 1.220 3.598 -0.471
H -0.260 2.978 -2.175
```

Output
Total charge: 0
2S+1: 1
Calculated total energy in eV: -28475.4093
Relative energy (zero: lowest compared OMol25 entry of this formula, charge and spin) in kcal per mole: 50.8
HOMO-LUMO gap in eV: 7.467
E_LUMO in eV: -0.03

# 3
The following is a DFT calculation (ωB97M-V with the def2-TZVPD basis set) of a 3-piece molecular cluster, C3H8NOS overall in a non-equilibrium geometry.

Geometry as XYZ:
```
14
C3H8NOS, DFT ωB97M-V with the def2-TZVPD basis set
C 1.301 -1.169 -0.740
C 0.711 -1.947 0.419
C -0.814 -0.390 0.114
N 0.120 -0.184 -1.048
O -0.397 -1.423 0.778
S -2.538 -0.478 -0.399
H 2.277 -0.819 -0.402
H 1.552 -1.804 -1.563
H 1.108 -2.734 1.056
H -0.006 -0.011 2.940
H 0.629 0.320 2.482
H 0.394 0.797 -1.273
H -0.429 -0.267 -1.907
H -2.849 0.938 -0.377
```

Output
Total charge: +1
2S+1: 1
Calculated total energy in eV: -17601.2581
Relative energy (zero: lowest compared OMol25 entry of this formula, charge and spin) in kcal per mole: 119.3
HOMO-LUMO gap (alpha / beta) in eV: 7.576 / 8.570
E_LUMO (alpha / beta) in eV: -4.93 / -4.27

# 4
The following is a DFT calculation (ωB97M-V with the def2-TZVPD basis set) of C15H17F3FeN5O6 as an isolated structure.

Geometry as XYZ:
```
47
C15H17F3FeN5O6, DFT ωB97M-V with the def2-TZVPD basis set
Fe -0.347 0.333 -0.241
O 1.955 0.273 -3.327
C 1.420 0.550 -2.279
O 0.163 0.807 -2.024
C 2.255 0.598 -1.004
C 3.620 0.740 -0.841
C 4.124 0.724 0.457
C 3.285 0.529 1.550
C 1.934 0.379 1.303
N 1.488 0.440 0.061
C 0.806 0.099 2.279
O 1.019 -0.118 3.450
O -0.367 0.084 1.690
H 4.257 0.858 -1.705
H 5.186 0.855 0.617
H 3.654 0.489 2.565
N -2.307 0.245 -0.471
C -3.398 0.581 -0.607
N -4.628 1.022 -0.745
C -5.224 1.750 0.388
C -6.056 0.789 1.217
O -7.018 0.131 0.408
C -6.405 -0.641 -0.608
C -5.589 0.241 -1.537
H -5.853 2.538 -0.027
H -4.425 2.206 0.971
H -6.606 1.323 1.990
H -5.403 0.048 1.698
H -7.205 -1.140 -1.153
H -5.756 -1.405 -0.157
H -6.239 0.949 -2.053
H -5.048 -0.343 -2.279
F 0.514 2.990 0.170
C -0.627 2.267 0.007
F -1.285 2.851 -1.027
F -1.388 2.550 1.110
C -1.944 -3.628 1.683
N -1.220 -2.542 1.061
C -0.661 -2.601 -0.152
N -0.762 -3.763 -0.854
O -0.071 -1.630 -0.673
H -2.396 -3.258 2.599
H -1.287 -4.460 1.951
H -2.741 -3.996 1.034
H -1.096 -1.658 1.551
H -0.909 -4.632 -0.371
H -0.210 -3.794 -1.695
```

Output
Expectation value of S²: 0.770
Total charge: 0
2S+1: 2
Calculated total energy in eV: -78108.3365
Relative energy (zero: lowest compared OMol25 entry of this formula, charge and spin) in kcal per mole: 6.1
HOMO-LUMO gap (alpha / beta) in eV: 9.664 / 9.518
E_LUMO (alpha / beta) in eV: 0.22 / 0.23